ORCA calculation (ωB97M-V/def2-TZVPD) on a structure of composition C19H15MgN6O4S3.

Last column: Mulliken charge in e.
Geometry (Å):
Mg: -1.830 -0.337 -1.967  1.137
S: -6.050 1.258 -1.626  -0.382
C: -4.467 0.749 -1.820  0.078
S: -3.168 1.392 -0.829  -0.463
S: -4.000 -0.321 -3.127  -0.527
O: -0.610 -1.409 -3.225  -0.386
C: -0.363 -2.608 -3.156  -0.199
C: -0.649 -3.486 -2.047  0.489
C: -0.117 -4.770 -2.101  -0.448
C: -0.286 -5.634 -1.055  -0.332
C: -1.008 -5.239 0.094  -0.421
C: -1.562 -3.998 0.167  -0.566
C: -1.432 -3.054 -0.909  0.556
O: -1.986 -1.922 -0.852  -1.026
N: 0.288 -6.969 -1.127  1.003
O: 0.123 -7.714 -0.177  -0.649
O: 0.908 -7.284 -2.129  -0.646
H: 0.157 -3.079 -4.005  0.258
H: 0.449 -5.090 -2.969  0.452
H: -1.107 -5.944 0.909  0.464
H: -2.133 -3.686 1.031  0.482
C: -0.179 -0.351 1.208  -1.396
C: 0.509 0.364 0.089  0.624
N: 0.075 0.465 -1.145  0.197
C: 0.984 1.253 -1.830  -0.822
C: 1.979 1.639 -0.997  -0.416
N: 1.667 1.077 0.229  0.209
C: 2.406 1.274 1.451  -0.986
N: 2.481 2.679 1.769  0.686
N: 3.684 3.269 1.977  -0.748
N: 3.499 4.499 2.280  -0.525
C: 2.135 4.748 2.269  0.046
C: 1.422 5.925 2.520  -0.685
C: 0.053 5.866 2.410  -0.535
C: -0.610 4.670 2.051  -0.744
C: 0.078 3.504 1.807  -0.472
C: 1.471 3.576 1.937  1.520
H: -1.160 -0.678 0.866  0.240
H: -0.322 0.307 2.069  0.404
H: 0.388 -1.226 1.535  0.355
H: 0.848 1.493 -2.874  0.474
H: 2.837 2.277 -1.136  0.457
H: 3.427 0.917 1.375  0.332
H: 1.896 0.731 2.240  0.482
H: 1.941 6.840 2.778  0.417
H: -0.538 6.755 2.591  0.362
H: -1.688 4.671 1.949  0.455
H: -0.441 2.604 1.502  0.196

## Properties
ΔE to the lowest compared entry with this formula, charge and spin in kJ/mol: 58.6
Highest occupied orbital energy in eV: -3.623
E in Eh: -2757.33039
HOMO-LUMO gap in eV: 5.5
E_LUMO in eV: 1.8
Molar mass in g/mol: 511.873
Charge: -1